#a
Here is a 2-piece molecular cluster, C2H2N2O3 overall from the Open Molecules 2025 dataset. Energies are from the ωB97M-V functional and the def2-TZVPD basis.

Structure (XYZ):
```
9
Properties=species:S:1:pos:R:3:lowdin_charge:R:1
C 1.328 -0.485 -0.319 -0.259
C 0.195 -1.043 0.255 -0.180
N 2.117 0.019 -1.031 0.159
N -1.039 1.152 -0.687 -0.208
O -1.400 1.507 -1.778 0.107
O -1.162 1.515 0.444 0.098
O -0.176 -0.715 1.529 0.010
H -0.411 -1.559 -0.516 0.136
H 0.548 -0.390 2.104 0.136
```

## Properties
LUMO energy (alpha / beta), eV: -0.914 / -1.518
Kohn-Sham gap (alpha / beta), hartree: 0.3446 / 0.2675

#b
Here is one molecule with the formula C2H2N2O3 from the Open Molecules 2025 dataset. Energies are from the ωB97M-V functional and the def2-TZVPD basis.

Structure (XYZ):
```
9
Properties=species:S:1:pos:R:3:lowdin_charge:R:1
O 0.720 -1.461 -1.838 0.077
C 0.366 -0.574 -1.015 -0.487
N 0.550 -0.947 0.333 0.173
O -0.083 -0.011 1.271 0.014
C -0.741 1.001 0.850 -0.195
N -0.859 1.251 -0.422 0.050
O -0.428 0.414 -1.312 0.067
H 1.427 -1.399 0.510 0.154
H -0.951 1.725 1.623 0.147
```

## Properties
LUMO energy, eV: 0.484
SMILES: O=C1NOC=NO1
Kohn-Sham gap, hartree: 0.3805

#c
Here is one molecule with the formula C2H2N2O3 from the Open Molecules 2025 dataset. Energies are from the ωB97M-V functional and the def2-TZVPD basis.

Structure (XYZ):
```
9
Properties=species:S:1:pos:R:3:lowdin_charge:R:1
C -2.357 0.063 -0.070 0.105
C -1.303 1.042 -0.162 -0.458
N -0.023 0.529 -0.162 0.008
N -3.487 -0.235 -0.086 -0.084
O -4.452 -0.874 0.110 0.081
O -1.572 2.226 -0.019 0.087
O 0.186 -0.821 -0.428 -0.004
H -0.390 -1.334 0.172 0.109
H 0.689 1.163 0.139 0.155
```

## Properties
LUMO energy, eV: -0.254
Kohn-Sham gap, hartree: 0.3677

Stability verdict: #b, ahead by 3.6 kcal/mol